1.
103
Properties=species:S:1:pos:R:3:forces:R:3:lowdin_charge:R:1 method="wB97M-V/def2-TZVPD" s2=2.0172 gap_ha="0.24609 / 0.21205" largest_force_ev_per_a=5.5 energy_ev=-97424.754 spin_multiplicity=3 homo_energy_ev="-6.37 / -5.44" e_lumo_ev="0.3 / 0.3"
V 11.0212 8.0525 11.9460 2.326 3.293 3.762 0.9142
C 12.8141 4.1121 11.1510 0.250 -0.375 -1.580 -0.0058
O 14.4921 6.9412 9.6116 -0.393 0.603 0.319 -0.6547
O 12.6173 4.3637 12.2184 -0.199 0.417 1.557 0.0066
O 10.5847 6.6662 11.5766 -0.966 -3.399 -2.089 -0.2856
C 8.0896 9.9754 13.4678 0.247 0.024 0.738 -0.0327
C 8.4275 9.0004 14.6121 0.464 0.291 1.085 -0.5031
C 7.1266 8.6187 15.2874 -1.205 0.826 -1.097 -0.1695
C 7.0768 7.4375 16.1842 -0.310 -0.273 1.113 -0.1965
C 7.7822 6.3086 15.4774 -0.641 -0.313 1.217 -0.1528
C 9.1278 6.5955 14.9182 1.453 -0.677 -1.207 -0.5040
N 9.0465 7.7700 14.0928 0.760 1.929 -1.782 -0.0602
O 10.3956 8.1449 13.7126 -1.149 0.008 -0.530 -0.3164
C 9.3900 5.3777 13.9349 0.662 1.108 0.923 -0.0114
C 10.2845 6.6941 15.9471 -0.508 -1.472 -0.430 -0.0034
C 9.2875 9.6837 15.6848 0.048 0.761 0.380 -0.0273
H 7.5024 9.4184 12.7502 -0.132 0.236 -0.300 0.0491
H 8.9677 10.3930 12.9902 0.198 -0.273 -0.105 0.0476
H 7.5383 10.8555 13.8397 -0.120 -0.502 0.083 0.0958
H 6.4907 8.2877 14.4547 -0.354 0.478 -0.071 0.1206
H 6.6935 9.5256 15.7425 0.009 -0.308 -0.223 0.1350
H 6.0159 7.1965 16.3190 0.021 -0.218 -0.213 0.1154
H 7.3507 7.5938 17.2247 0.839 0.233 0.059 0.1097
H 7.1040 6.0625 14.6571 0.208 -0.595 -0.048 0.1268
H 7.9808 5.4781 16.1598 -0.675 -0.299 -0.185 0.1291
H 10.4240 5.3877 13.6287 0.324 0.082 -0.286 0.0486
H 8.7661 5.4456 13.0443 -0.087 -0.075 0.233 0.0664
H 9.2573 4.4550 14.4756 -0.375 -0.459 0.155 0.0791
H 11.2451 6.8358 15.4729 -0.061 0.447 -0.401 0.0429
H 10.3821 5.6939 16.3948 -0.249 0.324 0.477 0.0911
H 10.1216 7.4781 16.6630 -0.054 0.044 0.542 0.0647
H 10.3565 9.6204 15.4908 -0.061 -0.166 -0.065 0.0556
H 9.0525 9.2344 16.6481 0.279 -0.047 0.150 0.0698
H 9.0505 10.7554 15.8164 -0.116 -0.322 -0.298 0.0919
N 12.5463 9.7766 11.6842 -0.874 -3.345 -1.169 -0.0222
C 11.9858 10.8047 12.2693 0.477 0.256 0.006 -0.1926
C 12.3677 12.0574 11.9135 -0.190 1.472 0.639 -0.0638
C 13.3918 12.2248 11.0015 -0.752 0.154 0.054 -0.0726
C 13.9380 11.1043 10.4607 1.516 -1.086 -1.889 -0.0526
C 13.4810 9.7982 10.7283 -0.436 2.415 1.050 -0.0867
H 11.2369 10.5766 13.0147 -0.208 0.159 0.053 0.0988
H 11.8794 12.8913 12.3768 -0.155 0.450 0.086 0.1080
H 13.6835 13.1893 10.6052 0.061 0.073 0.363 0.1142
H 14.6969 11.2913 9.7027 0.019 -0.464 0.060 0.1134
H 13.7545 8.8645 10.2075 0.449 -0.218 0.126 0.0564
O 9.8284 9.4213 11.0523 -0.869 -1.034 -1.215 -0.3701
P 8.8513 9.1246 9.8928 0.507 2.674 0.228 0.6304
N 9.7424 9.1185 8.5029 0.442 -0.748 0.064 -0.2852
C 11.2353 9.1781 8.3166 -1.550 2.273 1.249 -0.0195
C 9.0725 9.1463 7.2255 0.812 1.844 -0.680 -0.1319
N 7.6401 10.3642 9.9853 1.463 -0.824 0.352 -0.2681
C 6.2165 10.2617 9.5767 1.010 0.883 -0.410 -0.1018
C 8.0246 11.6886 10.5656 -0.446 -0.503 -0.483 -0.0955
N 8.0503 7.7485 9.8380 -0.873 -0.577 0.358 -0.2981
C 7.1221 7.3107 10.8740 -0.257 1.106 0.350 -0.0719
C 8.1329 6.7278 8.8389 0.614 -1.949 -0.062 -0.1045
H 11.5400 8.6105 7.4706 0.282 -0.970 -0.212 0.0866
H 11.7721 9.0566 9.2459 -0.031 -0.962 -0.083 0.0390
H 11.4662 10.2291 8.0968 0.014 0.007 -0.363 0.0917
H 8.0083 9.2476 7.2579 -0.709 -0.358 0.343 0.0702
H 9.3896 8.4183 6.4933 -0.023 -0.894 0.250 0.0865
H 9.4081 10.0799 6.7627 -0.171 0.255 -0.285 0.0878
H 5.9943 11.0776 8.8507 0.104 -0.367 0.465 0.0874
H 5.9958 9.3377 9.0439 0.134 -0.163 0.351 0.0702
H 5.5728 10.4072 10.4497 -0.041 -0.236 -0.101 0.0823
H 9.0702 11.7478 10.8543 0.053 -0.451 -0.011 0.0639
H 7.8857 12.4586 9.8068 -0.222 0.129 -0.033 0.0768
H 7.4257 11.9380 11.4545 0.013 -0.199 -0.282 0.0798
H 6.7992 8.1654 11.4813 -0.067 -0.289 -0.210 0.0672
H 6.2631 6.8505 10.3876 -0.121 0.010 0.176 0.0945
H 7.6235 6.6203 11.5325 0.097 -0.399 0.247 0.0710
H 9.0841 6.5915 8.3241 0.023 0.622 0.084 0.0948
H 7.3230 6.7850 8.1182 -0.172 0.134 -0.206 0.0882
H 8.0174 5.7724 9.3882 -0.009 0.293 -0.426 0.1017
O 12.8823 7.6702 13.3509 2.411 0.763 1.378 -0.3397
P 14.0614 7.9949 14.3205 -3.358 -2.111 -0.139 0.5957
N 13.7934 7.1430 15.7555 -0.338 -0.117 -0.255 -0.3019
C 14.1319 7.5090 17.1148 0.077 -0.004 0.213 -0.1500
C 13.4684 5.6616 15.7239 1.262 2.238 0.042 -0.0609
N 14.2748 9.5655 14.8189 -0.108 1.026 -0.275 -0.2617
C 13.2101 10.3646 15.4978 0.255 -0.852 -0.517 -0.0725
C 15.1194 10.4377 13.9696 0.810 -0.849 0.221 -0.0866
N 15.4607 7.4050 13.7680 1.756 -0.490 -2.060 -0.2907
C 16.6890 7.2365 14.5747 -1.031 0.414 -0.978 -0.0738
C 15.7609 7.3474 12.2891 -0.658 -0.315 0.792 -0.0891
H 14.8160 6.7875 17.5856 -0.004 -0.173 -0.263 0.0777
H 13.2122 7.4675 17.7116 0.131 0.340 0.183 0.0812
H 14.6477 8.4633 17.2241 -0.376 0.177 -0.281 0.0750
H 14.4555 5.2137 15.8650 -0.321 -0.738 -0.118 0.0829
H 13.0022 5.4117 14.7898 -0.137 -0.285 -0.355 0.0596
H 12.8282 5.4771 16.5788 -0.162 -0.289 -0.014 0.0692
H 12.5701 10.8523 14.7533 -0.127 -0.294 0.195 0.0604
H 12.6380 9.7307 16.1827 -0.032 0.062 -0.340 0.0752
H 13.6365 11.1695 16.0832 0.497 0.058 0.174 0.0806
H 15.7395 9.9125 13.2315 -0.141 -0.464 0.519 0.0737
H 14.5600 11.0871 13.3331 -0.786 0.745 -0.059 0.0472
H 15.8104 10.9985 14.6021 -0.167 0.196 -0.008 0.0887
H 17.1986 6.2933 14.3579 -0.177 0.105 -0.309 0.0887
H 17.3261 8.0822 14.3095 0.414 -0.104 0.481 0.0824
H 16.4106 7.2099 15.6032 0.051 0.285 0.895 0.0526
H 16.4405 8.1104 11.9293 0.018 0.759 0.256 0.0699
H 14.8173 7.3857 11.7360 0.316 -0.222 -0.185 0.0222
H 16.3110 6.4354 12.0659 -0.421 -0.366 0.090 0.0841

=====

2.
55
Properties=species:S:1:pos:R:3:forces:R:3:nbo_charge:R:1 method="wB97M-V/def2-TZVPD" e_above_lowest_kcal_mol=25.66 gap_ha=0.30980 largest_force_ev_per_a=1.0 smiles="CCCCN(CC)CCNC(=O)c1cc2c(-c3ccccc3F)nn(C)c2s1" energy_ev=-43775.672 spin_multiplicity=1 homo_energy_ev=-8.04 e_lumo_ev=0.4
C 1.3174 2.8950 -1.9917 0.177 0.170 0.002 -0.6156
C 1.9995 4.2139 -1.6445 -0.212 0.042 0.096 -0.3921
C 1.8676 4.5722 -0.1624 0.211 -0.063 -0.126 -0.4244
C 2.8592 3.7791 0.7114 -0.144 0.077 -0.015 -0.2100
N 2.4579 3.4905 2.0710 0.016 -0.115 0.147 -0.4637
C 2.3842 4.5906 3.0027 -0.144 0.115 0.101 -0.1970
C 1.1344 5.4810 2.9488 0.276 -0.165 -0.042 -0.6332
C 1.4457 2.4672 2.1937 0.338 -0.263 -0.102 -0.2208
C 2.1055 1.0728 2.2100 0.027 0.385 -0.130 -0.2301
N 1.1514 0.0161 1.9891 -0.106 -0.021 0.292 -0.6044
C 0.9349 -0.4910 0.7513 0.105 0.016 0.066 0.6383
O 1.5904 -0.1666 -0.2237 0.054 0.063 -0.131 -0.6286
C -0.1279 -1.5019 0.6540 -0.452 -0.443 -0.164 -0.2855
C -0.4596 -2.1713 -0.4863 0.247 0.357 0.296 -0.1482
C -1.5062 -3.1001 -0.2846 -0.509 -0.163 0.886 -0.1771
C -2.3470 -4.0680 -0.9008 -0.051 0.232 0.723 0.1374
C -2.3395 -4.5186 -2.2811 -0.282 -0.273 -0.302 -0.1345
C -1.1910 -4.3949 -3.0633 -0.208 -0.062 0.027 -0.1664
C -1.1699 -4.8255 -4.3757 0.115 0.024 -0.112 -0.2275
C -2.2998 -5.3925 -4.9423 0.003 0.021 0.072 -0.1904
C -3.4535 -5.5260 -4.1900 -0.066 -0.001 0.095 -0.2777
C -3.4634 -5.0933 -2.8776 0.084 0.049 -0.105 0.4274
F -4.6094 -5.2183 -2.1833 0.174 0.010 -0.176 -0.3112
N -3.1918 -4.5552 -0.0028 -0.340 -0.558 -0.521 -0.2251
N -2.9567 -3.9639 1.1719 0.509 0.429 -0.172 -0.1690
C -3.7216 -4.3002 2.3354 -0.178 -0.081 0.326 -0.4080
C -1.9519 -3.0826 1.0455 0.334 0.102 -0.484 -0.0067
S -1.1076 -1.9768 2.0495 0.033 -0.073 -0.289 0.3653
H 1.7081 2.0682 -1.4037 -0.007 -0.140 0.046 0.2245
H 0.2464 2.9651 -1.8085 -0.119 -0.029 0.022 0.1963
H 1.4657 2.6591 -3.0431 -0.030 -0.100 -0.095 0.2081
H 1.5494 5.0095 -2.2441 0.116 0.013 -0.036 0.1984
H 3.0584 4.1636 -1.9082 0.066 0.065 -0.067 0.1926
H 2.0435 5.6423 -0.0337 -0.077 0.012 0.088 0.1986
H 0.8453 4.3623 0.1579 -0.080 0.050 0.049 0.1957
H 3.8114 4.3157 0.7563 0.026 -0.065 -0.103 0.1954
H 3.0495 2.8172 0.2313 0.092 -0.010 -0.089 0.1972
H 2.4598 4.1629 4.0094 0.062 0.119 -0.014 0.1840
H 3.2700 5.2103 2.8408 0.035 -0.018 0.101 0.1934
H 1.0890 6.0430 2.0214 -0.062 0.072 -0.091 0.2062
H 0.2300 4.8829 3.0355 -0.135 -0.029 0.015 0.1998
H 1.1584 6.1862 3.7765 -0.053 0.100 0.090 0.2096
H 0.8892 2.6089 3.1231 -0.069 0.032 -0.041 0.1921
H 0.7272 2.4896 1.3615 -0.074 -0.002 0.071 0.1823
H 2.8320 1.0116 1.3980 -0.016 0.020 0.164 0.2312
H 2.6203 0.9101 3.1588 0.023 0.036 -0.068 0.1980
H 0.5189 -0.2145 2.7392 0.078 -0.014 -0.093 0.3889
H 0.0422 -1.9730 -1.4154 0.151 0.091 -0.127 0.2498
H -0.3033 -3.9702 -2.6220 0.099 0.037 0.055 0.2147
H -0.2675 -4.7209 -4.9585 0.077 0.006 -0.043 0.2171
H -2.2850 -5.7306 -5.9671 -0.005 -0.031 -0.084 0.2171
H -4.3495 -5.9602 -4.6056 -0.100 -0.030 -0.008 0.2293
H -4.2082 -3.4109 2.7405 -0.020 -0.038 -0.018 0.2080
H -3.0793 -4.7349 3.1042 -0.041 -0.015 -0.027 0.2074
H -4.4733 -5.0250 2.0311 0.050 0.058 0.042 0.2432

=====

3.
8
Properties=species:S:1:pos:R:3:forces:R:3:nbo_charge:R:1 method="wB97M-V/def2-TZVPD" e_above_lowest_kcal_mol=126.98 gap_ha="0.26077 / 0.26076" largest_force_ev_per_a=3.0 energy_ev=-7598.096 spin_multiplicity=1 homo_energy_ev="-8.43 / -8.43" e_lumo_ev="-1.3 / -1.3"
N -1.1985 -0.1704 0.4589 1.312 -0.488 -0.713 -0.4338
N -0.4164 -0.5332 -0.5059 -0.951 2.496 -1.415 -0.0263
C 0.7298 0.2193 -0.8061 -2.537 -1.664 -0.303 -0.0723
N 1.7024 0.3038 0.0822 0.282 -0.564 2.506 0.0071
O 1.4142 -0.3195 1.1621 1.191 1.363 -0.665 -0.4742
H -2.1095 -0.6177 0.4860 0.402 0.011 0.142 0.3983
H -1.0165 0.6875 0.9851 0.073 -0.569 0.141 0.3921
H 0.8946 0.4302 -1.8623 0.227 -0.584 0.307 0.2091